Molecular formula: C16H14BaN6O6S
Method: DFT, the ωB97M-V functional and the def2-TZVPD basis

Structure (XYZ):
```
44
Properties=species:S:1:pos:R:3:mulliken_charge:R:1
Ba 1.40 -0.72 0.34 1.8176
N -1.00 6.84 -3.67 -0.5878
C -0.71 5.58 -3.13 0.9219
C 0.26 5.45 -2.13 -0.6050
C 0.51 4.21 -1.56 -0.4262
C -0.20 3.10 -1.97 -0.2813
C -1.17 3.22 -2.95 -0.2518
C -1.42 4.45 -3.53 -0.5834
S -0.57 1.68 0.15 0.4793
O 0.04 1.85 -1.41 -0.0657
O 0.66 1.66 0.98 -0.7254
N -0.96 0.12 0.08 -0.6066
C -1.40 -0.52 -1.05 0.6010
N -0.84 -1.74 -1.23 -0.3067
C -1.27 -2.44 -2.28 -0.2392
C -2.23 -1.97 -3.14 -0.6430
C -2.71 -0.70 -2.88 -0.0140
N -2.32 0.04 -1.86 -0.5783
H -0.26 7.51 -3.61 0.2285
H -1.41 6.82 -4.59 0.2297
H 0.81 6.32 -1.80 0.2763
H 1.26 4.10 -0.79 0.4515
H -1.74 2.34 -3.24 0.3344
H -2.18 4.55 -4.30 0.2788
H -0.82 -3.42 -2.41 0.4265
H -2.58 -2.56 -3.98 0.3713
H -3.45 -0.24 -3.53 0.4261
C -1.12 -2.31 4.02 -1.1886
C 0.24 -2.76 3.60 0.2546
N 0.92 -2.29 2.58 -0.5305
C 2.10 -2.99 2.53 1.3840
C 2.15 -3.88 3.55 0.0403
N 0.95 -3.71 4.24 -0.0835
C 3.21 -4.83 3.94 0.5240
O 3.24 -5.13 5.27 -0.5024
O 3.92 -5.39 3.18 -0.5008
C 3.06 -2.51 1.45 -0.3485
O 3.90 -1.67 1.79 -0.6249
O 2.68 -2.76 0.27 -0.8343
H -1.53 -1.68 3.23 0.2252
H -1.07 -1.72 4.94 0.2990
H -1.78 -3.15 4.19 0.3749
H 0.61 -4.31 4.97 0.2517
H 2.81 -4.44 5.79 0.3313
```

## Properties
charge = 0
energy relative to the best compared isomer or geometry (same formula, charge and spin) = 201.5 kJ/mol
2S+1 = 1


Molecular formula: C35H36F4InN4OPS2
Method: DFT, the ωB97M-V functional and the def2-TZVPD basis

Structure (XYZ):
```
84
Properties=species:S:1:pos:R:3:mulliken_charge:R:1
In -0.15 -0.45 0.36 2.2419
C 2.55 -0.65 2.44 -1.1053
C 1.37 -1.52 2.84 -0.2037
N 0.70 -2.15 1.67 0.6942
C 1.59 -3.14 0.99 -0.5901
C 2.22 -4.17 1.92 -1.7097
C -0.61 -2.75 2.05 -0.6663
C -1.51 -2.98 0.84 -0.7713
N -1.82 -1.68 0.20 -0.0348
C -2.22 -1.79 -1.17 0.0410
C -1.41 -2.32 -2.17 0.6529
F -0.15 -2.70 -1.83 -0.2621
C -1.80 -2.40 -3.48 -0.0812
F -0.96 -2.89 -4.39 -0.2924
C -3.05 -1.95 -3.86 -0.5610
C -3.87 -1.40 -2.89 0.1758
F -5.07 -0.93 -3.22 -0.2920
C -3.46 -1.30 -1.57 -0.1576
F -4.27 -0.73 -0.68 -0.2910
H 2.97 -0.17 3.33 0.5185
H 2.24 0.15 1.76 0.1391
H 3.35 -1.21 1.96 0.2508
H 0.63 -0.91 3.34 -0.2270
H 1.69 -2.30 3.54 0.7144
H 2.38 -2.60 0.48 0.3458
H 1.00 -3.64 0.23 0.3826
H 3.03 -3.75 2.51 0.3465
H 2.64 -4.97 1.31 0.4966
H 1.50 -4.63 2.59 0.2865
H -1.10 -2.03 2.70 -0.2766
H -0.48 -3.68 2.60 0.7419
H -2.43 -3.43 1.22 0.6242
H -1.07 -3.69 0.15 0.3394
H -3.38 -2.02 -4.89 0.5506
S 4.23 -3.45 -2.20 -0.0406
C 5.60 -3.98 -3.07 -0.3560
C 6.13 -2.98 -3.82 -0.6799
C 5.42 -1.76 -3.68 -0.5065
C 4.35 -1.85 -2.83 0.4397
C 3.42 -0.79 -2.44 -0.0370
C 2.34 -1.08 -1.59 -0.3155
N 1.47 -0.16 -1.18 0.2205
C 1.59 1.11 -1.62 -0.0435
C 2.62 1.49 -2.47 0.5378
C 2.70 2.87 -2.90 -1.2573
C 1.77 3.77 -2.52 -1.2718
C 0.67 3.37 -1.68 0.5513
C -0.34 4.26 -1.28 -0.5912
C -1.39 3.83 -0.48 0.0666
C -1.37 2.48 -0.08 0.0067
N -0.41 1.64 -0.44 -0.0800
C 0.60 2.06 -1.22 -0.1507
C -2.46 4.73 -0.04 0.5380
C -2.65 6.04 -0.37 -0.5170
C -3.78 6.63 0.26 -0.6343
C -4.44 5.75 1.05 -0.4895
S -3.70 4.21 1.04 0.0021
C 3.55 0.52 -2.86 -0.6611
H 5.93 -5.00 -2.99 0.4475
H 7.00 -3.10 -4.45 0.4208
H 5.69 -0.85 -4.21 0.3833
H 2.16 -2.09 -1.26 0.4736
H 3.53 3.16 -3.54 0.4993
H 1.83 4.80 -2.85 0.4861
H -0.30 5.28 -1.61 0.4726
H -2.16 2.08 0.53 0.0980
H -2.00 6.59 -1.04 0.3974
H -4.09 7.65 0.12 0.4459
H -5.33 5.91 1.64 0.4355
H 4.36 0.80 -3.52 0.4611
C -3.59 0.67 2.31 -0.8647
P -2.01 0.81 3.13 1.3038
C -1.82 2.46 3.78 -1.1541
C -2.07 -0.29 4.54 -1.3173
O -0.85 0.48 2.19 -0.8557
H -4.39 0.63 3.06 0.5001
H -3.58 -0.24 1.72 0.2513
H -3.76 1.53 1.66 0.0936
H -2.58 2.66 4.53 0.4323
H -1.90 3.19 2.98 0.2467
H -0.83 2.54 4.24 0.3543
H -2.75 0.11 5.29 0.4744
H -1.07 -0.38 4.98 0.3677
H -2.42 -1.28 4.24 0.3947
```

## Properties
charge = +2
energy relative to the best compared isomer or geometry (same formula, charge and spin) = 25.0 kJ/mol
2S+1 = 1


Number 1: LUMO level 0.156 eV, calculated total energy -49576.44661 eV, gap between HOMO and LUMO 8.294 eV. Number 2: LUMO level -6.143 eV, calculated total energy -91880.21050 eV, gap between HOMO and LUMO 6.881 eV.